Record 1
# C32H22BBrF9N4O4PS3Se3Te2Ti

C32H22BBrF9N4O4PS3Se3Te2Ti as an isolated structure at a distorted geometry (wB97M-V/def2-TZVPD, OMol25).

The geometry in XYZ format:
```
83
Properties=species:S:1:pos:R:3:lowdin_charge:R:1
Ti 0.774 3.427 1.722 0.167
Se -0.587 6.024 5.268 -0.321
Te -0.101 6.030 2.887 0.283
Te 2.613 6.551 2.777 0.184
Se 2.646 4.886 0.881 -0.056
C -1.098 2.266 5.182 -0.042
N -0.068 1.291 4.854 -0.099
C -0.150 -0.054 5.128 -0.045
C 1.029 -0.599 4.756 -0.103
N 1.831 0.403 4.255 0.002
B 3.230 0.021 3.645 -0.445
N 3.785 0.991 2.550 -0.006
C 5.130 1.276 2.490 -0.058
C 5.408 1.765 1.260 -0.042
N 4.224 1.780 0.563 -0.115
C 4.071 2.174 -0.830 -0.053
C 3.246 1.338 1.374 -0.667
S 1.574 1.255 0.942 0.657
C 1.147 1.550 4.322 -0.652
S 1.734 3.131 3.938 0.591
H -2.012 2.030 4.640 0.090
H -0.765 3.260 4.898 -0.030
H -1.273 2.253 6.258 0.096
H -1.037 -0.493 5.547 0.121
H 1.368 -1.618 4.784 0.110
H 3.069 -1.063 3.133 0.063
H 4.058 -0.021 4.527 0.072
H 5.771 1.085 3.331 0.112
H 6.328 2.098 0.816 0.117
H 5.009 1.967 -1.341 0.093
H 3.837 3.235 -0.902 0.022
H 3.285 1.583 -1.298 -0.008
F -1.322 -6.667 0.126 0.109
C -1.321 -5.341 -0.056 -0.144
C -2.150 -4.774 -1.003 -0.139
F -2.959 -5.557 -1.728 0.108
C -2.148 -3.401 -1.179 -0.206
F -3.017 -2.932 -2.083 0.099
C -1.322 -2.555 -0.452 -0.283
P -1.274 -0.692 -0.622 1.072
C -2.944 -0.422 0.107 -0.370
C -4.159 -0.564 -0.558 -0.090
C -5.356 -0.358 0.114 -0.091
C -5.353 -0.015 1.459 -0.102
C -4.146 0.133 2.128 -0.086
C -2.950 -0.059 1.453 -0.126
C -1.490 -0.476 -2.422 -0.442
C -2.211 0.607 -2.917 -0.097
C -2.231 0.867 -4.281 -0.083
C -1.523 0.061 -5.160 -0.070
C -0.779 -1.002 -4.668 -0.142
C -0.752 -1.260 -3.307 -0.245
C -0.514 -3.156 0.519 -0.577
Br 0.583 -2.117 1.637 0.860
C -0.509 -4.527 0.709 -0.269
F 0.263 -5.108 1.634 0.064
H -4.170 -0.828 -1.608 0.096
H -6.294 -0.463 -0.417 0.093
H -6.288 0.152 1.979 0.091
H -4.138 0.425 3.172 0.096
H -2.005 0.102 1.960 0.088
H -2.732 1.266 -2.234 0.098
H -2.788 1.719 -4.652 0.092
H -1.527 0.276 -6.222 0.105
H -0.192 -1.617 -5.340 0.088
H -0.127 -2.062 -2.932 0.069
O -2.368 2.292 0.287 -0.266
S -1.770 3.309 1.097 0.317
O -0.518 3.887 0.377 -0.484
O -0.977 2.699 2.283 -0.487
O -2.618 4.366 1.564 -0.316
F 1.753 -3.770 -7.373 0.089
C 1.712 -2.995 -6.270 -0.143
C 1.304 -1.677 -6.347 -0.192
F 0.939 -1.173 -7.543 0.101
C 1.271 -0.891 -5.211 -0.358
F 0.863 0.375 -5.377 0.069
C 1.637 -1.357 -3.943 -0.548
Se 1.525 -0.287 -2.394 0.755
C 2.041 -2.695 -3.916 -0.252
F 2.412 -3.269 -2.761 0.067
C 2.083 -3.501 -5.039 -0.144
F 2.484 -4.784 -4.949 0.088
```

* relative energy (zero: lowest compared OMol25 entry of this formula, charge and spin): 3.067 eV
* HOMO level: -2.148 eV
* gap between HOMO and LUMO: 5.440 eV
* charge: -2

---

Record 2
# C32H22CdN10O3S

C32H22CdN10O3S as an isolated structure at a distorted geometry (wB97M-V/def2-TZVPD, OMol25).

The geometry in XYZ format:
```
69
Properties=species:S:1:pos:R:3:lowdin_charge:R:1
Cd -0.266 0.511 -1.424 1.421
O -3.090 2.939 2.481 0.044
C -1.823 3.254 2.874 -0.266
C -1.672 3.683 4.180 -0.017
C -0.431 4.202 4.581 -0.042
C 0.717 4.042 3.678 -0.086
C 0.512 3.442 2.478 -0.086
C -0.739 3.028 2.027 -0.102
C -0.896 2.426 0.686 -0.479
O 0.178 2.023 0.128 -0.212
N -2.121 2.273 0.214 0.043
N -2.122 1.617 -1.041 -0.086
C -3.167 1.668 -1.782 -0.113
C -3.200 1.213 -3.122 -0.183
C -4.480 1.567 -3.608 -0.057
C -4.749 1.428 -4.976 -0.097
C -3.771 0.838 -5.832 -0.087
C -2.613 0.368 -5.247 -0.047
C -2.221 0.583 -3.896 -0.385
O -1.005 0.192 -3.547 -0.239
H -3.083 2.714 1.535 0.039
H -2.549 3.813 4.812 0.118
H -0.267 4.673 5.551 0.095
H 1.717 4.336 4.034 0.099
H 1.368 3.231 1.822 0.109
H -4.097 2.059 -1.361 0.124
H -5.233 1.981 -2.951 0.100
H -5.726 1.672 -5.319 0.076
H -3.934 0.834 -6.920 0.104
H -1.855 -0.174 -5.895 0.127
N -1.048 -2.516 1.995 0.116
C -1.959 -2.990 1.098 -0.082
C -1.992 -2.089 0.081 -0.142
N -1.035 -1.141 0.324 0.048
C -0.428 -1.468 1.459 -0.276
C 0.745 -0.955 2.139 -0.308
N 1.321 -1.845 2.923 0.094
C 2.424 -1.241 3.477 -0.100
C 2.420 0.105 3.027 -0.089
N 1.355 0.205 2.218 0.120
H -0.684 -2.997 2.805 0.154
H -2.498 -3.908 1.255 0.112
H -2.622 -2.027 -0.823 0.119
H 3.167 -1.776 4.037 0.091
H 3.110 0.940 3.208 0.122
H 0.992 1.072 1.682 0.144
S 4.675 -4.573 1.434 1.003
N 4.792 -2.962 1.183 -0.218
C 3.846 -2.603 0.330 -0.320
C 3.673 -1.206 -0.003 -0.103
C 4.506 -0.209 0.464 -0.008
C 4.131 1.079 0.258 -0.030
C 2.909 1.311 -0.414 -0.125
N 2.214 0.365 -1.005 0.071
C 2.604 -0.879 -0.820 -0.156
C 1.666 -1.967 -1.301 -0.147
N 0.705 -1.586 -2.166 0.045
C -0.015 -2.500 -2.762 -0.108
C 0.090 -3.850 -2.380 -0.035
C 0.997 -4.237 -1.454 -0.006
C 1.896 -3.294 -0.960 -0.083
C 2.970 -3.632 -0.013 -0.289
N 3.248 -4.792 0.603 -0.198
H 5.362 -0.471 1.029 0.114
H 4.725 1.900 0.648 0.116
H 2.638 2.330 -0.523 0.101
H -0.757 -2.157 -3.417 0.090
H -0.651 -4.600 -2.677 0.119
H 1.124 -5.272 -1.120 0.130
```

* relative energy (zero: lowest compared OMol25 entry of this formula, charge and spin): 0.000 eV
* HOMO level: -7.179 eV
* gap between HOMO and LUMO: 6.195 eV
* charge: 0

---

Record 3
# C32H22F12N2O2Pb

C32H22F12N2O2Pb as an isolated structure (wB97M-V/def2-TZVPD, OMol25).

The geometry in XYZ format:
```
71
Properties=species:S:1:pos:R:3:lowdin_charge:R:1
Pb 0.191 0.582 -0.722 1.550
C 4.564 -2.732 4.456 -0.037
C 3.468 -2.076 3.671 -0.236
C 2.138 -2.134 4.078 -0.019
C 1.174 -1.456 3.377 0.004
C 1.465 -0.704 2.208 -0.195
N 0.439 -0.002 1.636 0.070
C -0.486 0.573 2.491 -0.224
C -0.002 1.197 3.665 -0.005
C -0.820 1.916 4.502 -0.024
C -2.185 2.009 4.247 -0.243
C -3.087 2.782 5.163 -0.038
C -2.684 1.352 3.128 0.025
C -1.878 0.652 2.242 -0.051
C -2.512 -0.161 1.104 -0.388
O -1.745 -0.358 0.017 -0.338
C -2.880 -1.552 1.719 -0.532
F -3.642 -2.282 0.896 0.169
F -1.752 -2.246 1.958 0.152
F -3.535 -1.460 2.900 0.142
C -3.848 0.509 0.606 -0.532
F -3.714 1.857 0.529 0.127
F -4.929 0.269 1.381 0.140
F -4.156 0.091 -0.625 0.157
C 2.804 -0.744 1.727 -0.035
C 3.759 -1.401 2.487 0.021
C 3.274 -0.075 0.418 -0.382
O 2.401 0.720 -0.228 -0.367
C 3.628 -1.249 -0.559 -0.539
F 4.616 -2.071 -0.150 0.144
F 3.976 -0.782 -1.764 0.163
F 2.527 -2.015 -0.724 0.134
C 4.559 0.795 0.700 -0.527
F 4.702 1.742 -0.229 0.162
F 4.437 1.431 1.893 0.133
F 5.726 0.119 0.742 0.140
H 4.227 -3.010 5.453 0.077
H 5.421 -2.063 4.546 0.086
H 4.910 -3.633 3.944 0.091
H 1.865 -2.719 4.948 0.118
H 0.139 -1.522 3.685 0.122
H 1.059 1.153 3.864 0.124
H -0.404 2.415 5.369 0.119
H -2.695 2.777 6.179 0.079
H -4.095 2.368 5.165 0.082
H -3.157 3.823 4.838 0.086
H -3.754 1.369 2.980 0.121
H 4.792 -1.384 2.171 0.123
C 1.424 5.169 3.021 -0.066
C 2.115 4.086 2.487 -0.063
C 1.593 3.379 1.426 -0.001
C 0.372 3.763 0.837 -0.273
C -0.306 4.884 1.373 -0.010
C 0.209 5.554 2.461 -0.073
N -0.143 3.041 -0.202 0.049
C -0.885 3.671 -1.171 -0.306
C -0.551 4.952 -1.652 -0.015
C -1.274 5.520 -2.682 -0.070
C -2.361 4.851 -3.233 -0.068
C -2.697 3.583 -2.770 -0.060
C -1.962 2.987 -1.767 -0.042
H 1.821 5.708 3.872 0.105
H 3.065 3.786 2.912 0.108
H 2.138 2.559 0.975 0.086
H -1.263 5.170 0.955 0.121
H -0.336 6.388 2.886 0.107
H 0.317 5.454 -1.245 0.122
H -0.981 6.486 -3.070 0.108
H -2.939 5.307 -4.026 0.106
H -3.541 3.051 -3.189 0.114
H -2.244 2.011 -1.388 0.069
```

* HOMO level (alpha / beta): -8.596 / -8.071 eV
* gap between HOMO and LUMO (alpha / beta): 6.525 / 5.659 eV
* charge: 0